Entry 1:
Computed, not measured: 16 unconnected molecules or ions with the total composition C57H88BCl8N9O12 at a distorted geometry, with ωB97M-V with the def2-TZVPD basis set.

The value obtained for the HOMO energy (alpha / beta) is -0.281 / -3.980 eV. For the electronic energy, the calculation gives -199369.8752 eV. As for the strongest force on any atom: 6.145 eV Å⁻¹. As for the spin multiplicity: 2. The total charge is -1. The value obtained for the frontier orbital gap (alpha / beta) is 1.2036 / 4.9032 eV.

XYZ file:
```
175
C57H88BCl8N9O12 | OMol25 | ωB97M-V with the def2-TZVPD basis set
C -1.3195 -1.2998 3.3789
C -0.8930 0.1286 3.5071
C 0.2463 0.5332 2.4718
C -0.4633 0.6502 1.0585
N 0.5110 1.2576 0.0277
C 0.7202 2.7335 0.4867
C 0.7832 3.5746 -0.7278
C -0.0519 2.8671 -1.8216
C -0.0460 1.3744 -1.4124
C 1.8314 0.5209 -0.1945
C 1.6891 -0.9990 -0.5843
C 2.9264 -1.3232 -1.3535
H -2.1738 -1.4895 4.0287
H -0.4655 -1.9454 3.5835
H -1.5023 -1.4989 2.3229
H -0.3630 0.1780 4.4583
H -1.7645 0.7830 3.4856
H 1.0517 -0.2012 2.4576
H 0.7191 1.4662 2.7783
H -1.2920 1.3538 0.9775
H -0.7099 -0.3376 0.6692
H 1.5209 2.8373 1.2190
H -0.1579 3.0733 1.0359
H 1.8222 3.7525 -1.0050
H 0.4518 4.5846 -0.4867
H 0.5216 3.0616 -2.7279
H -1.0618 3.2713 -1.8909
H 0.5603 0.8395 -2.1434
H -1.0672 1.0011 -1.3364
H 2.3574 0.6819 0.7466
H 2.4312 1.0748 -0.9167
H 0.7014 -1.1796 -1.0084
H 1.6084 -1.5757 0.3372
H 3.7965 -1.0774 -0.7446
H 3.0066 -0.8631 -2.3384
H 2.8746 -2.3985 -1.5241
O -0.3953 -4.1764 -2.3947
C 0.4667 -5.0880 -2.1470
O 1.7470 -4.9787 -2.4325
B 2.4568 -6.1462 -1.8391
O 1.4133 -7.1633 -1.4988
C 0.2588 -6.5732 -1.5772
O -0.8142 -7.0038 -1.2272
O 3.1673 -5.8854 -0.5833
C 4.4585 -6.0198 -0.7016
O 5.3617 -5.7021 0.1073
C 4.7885 -6.4773 -2.0903
O 3.5175 -6.7430 -2.6040
O 5.8985 -6.7421 -2.6419
N 0.4114 -1.1003 -6.5939
C 0.8594 -2.3218 -6.3039
C 0.8319 -2.4718 -4.9736
C 0.5738 -1.2273 -4.3672
C 0.2651 -0.3332 -5.4481
H 0.1345 -0.8199 -7.5238
H 0.8775 -2.9846 -7.1564
H 1.1033 -3.3794 -4.4550
H 0.5846 -1.0367 -3.3042
H -0.1699 0.6553 -5.4421
N 3.2641 -4.1535 1.9113
C 2.2938 -4.3579 2.8338
C 2.0493 -3.2009 3.4388
C 2.9786 -2.3110 2.9780
C 3.7306 -2.8935 2.0347
H 3.6791 -4.8323 1.2892
H 1.7592 -5.2961 2.8507
H 1.3261 -3.0694 4.2302
H 3.1997 -1.2800 3.2116
H 4.5271 -2.5644 1.3838
N -2.3361 -1.2218 -3.9887
C -3.5796 -1.7964 -4.0196
C -4.4732 -0.8958 -3.4317
C -3.7435 0.2920 -3.0533
C -2.4538 0.0834 -3.4092
H -1.5435 -1.7389 -4.3415
H -3.7955 -2.6782 -4.6046
H -5.5168 -1.0019 -3.1745
H -4.1940 1.1947 -2.6679
H -1.5957 0.7380 -3.4488
N -1.6441 5.5634 1.8879
C -0.7731 6.6151 1.5054
C 0.4459 6.6223 2.1525
C 0.4568 5.4697 2.8860
C -0.7942 4.8831 2.7152
H -2.5631 5.2794 1.5800
H -1.3244 7.3021 0.8805
H 1.1983 7.3970 2.1638
H 1.2428 5.1029 3.5295
H -1.0999 3.9950 3.2482
N -1.6759 -6.4114 4.6164
C -2.2788 -6.4138 5.8656
C -3.1951 -5.4120 5.8724
C -3.2577 -4.7693 4.6482
C -2.2641 -5.4213 3.8908
H -0.9049 -6.9973 4.3295
H -1.9774 -7.0610 6.6760
H -3.8400 -5.1313 6.6920
H -3.8372 -3.9622 4.2249
H -1.9486 -5.2555 2.8713
N 4.7375 2.5413 0.7408
C 5.0028 1.3466 1.4471
C 4.2653 1.4193 2.5874
C 3.8125 2.7293 2.7501
C 4.1966 3.4084 1.6218
H 4.9822 2.6073 -0.2368
H 5.7166 0.6486 1.0352
H 4.0790 0.6637 3.3362
H 3.3255 3.1588 3.6130
H 3.9078 4.4273 1.4102
N 0.8213 5.1077 -5.7674
C 0.5951 3.7649 -6.0930
C 1.6054 3.0843 -5.4493
C 2.4361 4.0014 -4.8690
C 1.9614 5.2609 -5.0890
H 0.3082 5.8998 -6.1273
H -0.2676 3.5775 -6.7151
H 1.7673 2.0168 -5.4758
H 3.3953 3.7653 -4.4324
H 2.3062 6.2436 -4.8031
N -4.1151 -2.9904 -1.1067
C -4.9491 -3.9376 -0.4948
C -4.8630 -3.7826 0.8817
C -4.1585 -2.6114 1.1244
C -3.5882 -2.2758 -0.0956
H -3.9736 -2.8734 -2.0999
H -5.5706 -4.5665 -1.1150
H -5.4643 -4.3780 1.5528
H -3.8746 -2.2791 2.1120
H -2.9128 -1.5634 -0.5457
C 1.7725 2.7535 6.8529
Cl 3.4153 3.4553 7.2906
Cl 1.0250 1.8398 8.2002
Cl 0.7878 4.0670 6.3530
Cl 2.0619 1.4029 5.6000
C 6.7964 -2.6251 -2.4736
Cl 7.6964 -1.7608 -3.7082
Cl 6.4676 -1.5525 -1.0807
Cl 5.2370 -2.9470 -3.3328
Cl 7.7099 -4.0554 -1.9479
C -3.6336 4.7215 -1.3879
C -4.5407 5.6988 -0.5370
O -4.6158 5.1316 0.6970
H -2.6767 4.5568 -0.8927
H -3.4615 5.2072 -2.3484
H -4.0932 3.7340 -1.4285
H -5.5276 5.9842 -0.9011
H -3.9419 6.5930 -0.3637
H -5.0477 5.6938 1.3441
C -5.3022 -1.3690 4.5968
C -6.0497 0.0249 4.7615
O -7.0347 -0.0230 3.7778
H -5.9384 -2.1812 4.9485
H -4.4076 -1.5187 5.2012
H -4.9914 -1.5506 3.5680
H -5.2918 0.7588 4.4876
H -6.5391 0.1812 5.7228
H -7.5908 -0.8004 3.8673
C 6.3420 2.1277 -4.0769
C 5.4118 1.4715 -3.0464
O 5.8594 1.8868 -1.7893
H 5.9644 3.1155 -4.3413
H 6.4341 1.6467 -5.0507
H 7.3136 2.2505 -3.5984
H 5.2780 0.3917 -3.1120
H 4.4143 1.8732 -3.2245
H 6.8193 1.8855 -1.8020
C -5.7307 1.5112 0.9102
C -4.2405 1.4717 0.6604
O -3.6714 2.5725 1.3375
H -6.0813 0.5254 0.6046
H -6.1031 2.3672 0.3475
H -5.9447 1.6281 1.9726
H -4.0321 1.3702 -0.4046
H -3.8602 0.6061 1.2029
H -4.0814 3.3602 0.9728
```

=====

Entry 2:
Computed, not measured: a molecular structure, C57H96AsIrN3O3Si2 at a distorted geometry, with ωB97M-V with the def2-TZVPD basis set.

The value obtained for the HOMO energy (alpha / beta) is -6.618 / -6.423 eV. For the electronic energy, the calculation gives -150713.8103 eV. As for the strongest force on any atom: 1.656 eV Å⁻¹. As for the spin multiplicity: 2. The total charge is 0. The value obtained for the frontier orbital gap (alpha / beta) is 5.5841 / 5.5017 eV.

XYZ file:
```
163
C57H96AsIrN3O3Si2 | OMol25 | ωB97M-V with the def2-TZVPD basis set
Ir 1.0133 -0.0637 0.2969
C -3.4853 1.9748 6.3762
C -3.5252 3.0485 5.2860
C -4.9676 3.1414 4.7690
C -3.1409 4.3968 5.9180
C -2.5634 2.7386 4.1424
C -1.5902 1.7657 4.2127
C -0.7462 1.4841 3.1346
C 0.1752 0.3129 3.3190
N 1.4452 0.2823 2.5643
C 2.1303 -0.9585 2.9851
C 3.4656 -1.2031 2.2897
N 3.4348 -0.7429 0.8996
C 4.3676 0.3442 0.6196
C 3.7381 1.4229 -0.2311
N 2.4074 1.8099 0.2580
C 2.4278 2.4155 1.6011
C 2.2751 1.4761 2.7987
C 1.8241 2.7921 -0.6821
C 1.5450 2.3538 -2.0963
C 1.2512 3.3776 -2.9909
C 0.9136 3.1272 -4.3096
C 0.9279 1.7937 -4.7183
C 1.1821 0.7353 -3.8563
C 1.4557 1.0195 -2.4967
O 1.7015 0.0230 -1.6366
C 1.2420 -0.7106 -4.3737
C 0.8791 -0.8086 -5.8573
C 0.2764 -1.6203 -3.6021
C 2.6840 -1.2231 -4.2092
C 0.5721 4.2844 -5.2474
C 0.1419 3.8027 -6.6329
C 1.8086 5.1821 -5.4072
C -0.5813 5.1022 -4.6464
C 3.5977 -1.8343 -0.0929
C 2.9533 -3.1130 0.3047
C 3.7617 -4.2052 0.6223
C 3.2304 -5.4495 0.8878
C 1.8488 -5.5730 0.7192
C 1.0083 -4.5297 0.3608
C 1.5608 -3.2158 0.2822
O 0.7535 -2.1567 0.1900
C -0.4693 -4.8060 0.0501
C -0.7516 -6.3065 -0.0871
C -0.8601 -4.1561 -1.2897
C -1.3473 -4.2441 1.1689
C 4.0661 -6.6516 1.3191
C 3.6796 -7.0364 2.7572
C 3.8011 -7.8520 0.3986
C 5.5659 -6.3542 1.2963
C -0.8838 2.1530 1.9156
O -0.2064 1.7763 0.8418
C -1.7730 3.2802 1.8758
C -2.5816 3.5090 2.9769
C -1.7359 4.3309 0.7473
C -0.4472 5.1489 0.9503
C -1.7633 3.7321 -0.6669
C -2.9049 5.3181 0.8274
H -4.2562 2.1858 7.1201
H -2.5229 1.9595 6.8930
H -3.6768 0.9821 5.9599
H -5.6472 3.3490 5.6002
H -5.2762 2.2021 4.3045
H -5.0860 3.9367 4.0305
H -3.7844 4.6112 6.7765
H -3.2481 5.2103 5.1970
H -2.1035 4.3790 6.2590
H -1.4628 1.1833 5.1205
H -0.3450 -0.6034 3.0597
H 0.4049 0.2542 4.3916
H 1.4560 -1.7856 2.7624
H 2.3020 -0.9462 4.0697
H 3.6383 -2.2766 2.3334
H 4.2877 -0.7303 2.8287
H 5.2609 -0.0266 0.1080
H 4.7043 0.7856 1.5577
H 3.6227 1.0719 -1.2526
H 4.4002 2.2964 -0.2429
H 1.6008 3.1163 1.6457
H 3.3505 2.9935 1.7348
H 1.8175 2.0777 3.5865
H 3.2488 1.1578 3.1675
H 2.4830 3.6696 -0.7160
H 0.8762 3.1026 -0.2647
H 1.2910 4.4005 -2.6216
H 0.7055 1.5732 -5.7517
H -0.1378 -0.4532 -6.0468
H 0.9303 -1.8548 -6.1664
H 1.5727 -0.2427 -6.4840
H -0.7486 -1.2818 -3.7510
H 0.4874 -1.6204 -2.5359
H 0.3584 -2.6468 -3.9733
H 3.3788 -0.5781 -4.7537
H 2.7736 -2.2399 -4.6030
H 2.9708 -1.2325 -3.1583
H 0.9406 3.2483 -7.1317
H -0.1028 4.6649 -7.2569
H -0.7438 3.1647 -6.5741
H 2.6450 4.6049 -5.8083
H 2.1176 5.6026 -4.4480
H 1.5989 6.0093 -6.0917
H -1.4546 4.4650 -4.4861
H -0.8628 5.9166 -5.3198
H -0.3034 5.5411 -3.6856
H 4.6621 -2.0280 -0.2715
H 3.1637 -1.4709 -1.0261
H 4.8354 -4.0490 0.6466
H 1.4108 -6.5526 0.8598
H -0.0823 -6.7711 -0.8157
H -1.7772 -6.4445 -0.4371
H -0.6553 -6.8313 0.8676
H -0.2314 -4.5483 -2.0954
H -0.7487 -3.0768 -1.2564
H -1.9036 -4.3913 -1.5231
H -1.0694 -4.6724 2.1367
H -2.4014 -4.4727 0.9831
H -1.2292 -3.1647 1.2100
H 2.6185 -7.2848 2.8269
H 3.8798 -6.2076 3.4409
H 4.2589 -7.9040 3.0873
H 2.7672 -8.1940 0.4707
H 4.4475 -8.6887 0.6773
H 4.0016 -7.5929 -0.6435
H 5.8250 -5.5679 2.0101
H 5.9002 -6.0497 0.3013
H 6.1187 -7.2531 1.5771
H -3.2702 4.3424 2.9381
H 0.4341 4.5144 0.9085
H -0.4594 5.6303 1.9314
H -0.3538 5.9200 0.1793
H -1.1176 2.8639 -0.7553
H -1.4403 4.4802 -1.3997
H -2.7772 3.4288 -0.9273
H -2.8703 5.9294 1.7317
H -3.8668 4.8000 0.7883
H -2.8528 5.9958 -0.0285
C -4.2566 0.4505 1.8351
Si -3.1218 -0.9673 1.3205
C -2.4668 -1.6266 2.9585
C -4.1791 -2.2944 0.5096
As -1.4999 -0.4432 -0.3094
Si -2.9381 0.2366 -2.0599
C -4.5491 1.0144 -1.4744
C -2.1226 1.4533 -3.2270
C -3.4407 -1.3215 -2.9742
H -4.3785 0.4465 2.9219
H -5.2484 0.3715 1.3812
H -3.8325 1.4181 1.5642
H -3.1855 -2.3415 3.3715
H -2.3497 -0.8050 3.6667
H -1.5115 -2.1446 2.8710
H -4.6757 -2.9041 1.2681
H -3.5791 -2.9531 -0.1235
H -4.9477 -1.8399 -0.1218
H -4.3759 1.8746 -0.8288
H -5.1574 0.3003 -0.9125
H -5.1337 1.3474 -2.3387
H -1.1763 1.8167 -2.8314
H -2.7733 2.3174 -3.3870
H -1.9139 1.0001 -4.1985
H -4.1301 -1.9219 -2.3731
H -2.5794 -1.9486 -3.2064
H -3.9431 -1.0623 -3.9108
```